{
  "formula": "C16H25ClN2O3S",
  "method": "the ωB97M-V functional and the def2-TZVPD basis",
  "elements": ["C", "H", "H", "H", "O", "C", "C", "C", "C", "C", "C", "H", "H", "Cl", "H", "S", "O", "O", "N", "H", "C", "C", "H", "H", "C", "N", "H", "C", "C", "H", "H", "C", "H", "H", "H", "C", "H", "H", "H", "C", "H", "H", "H", "C", "H", "H", "H", "H"],
  "xyz": [[-1.847, 3.731, -0.009], [-0.999, 4.375, 0.352], [-1.704, 3.925, -1.210], [-2.835, 3.979, 0.244], [-1.522, 2.248, 0.160], [-2.395, 1.311, 0.003], [-2.082, 0.015, 0.619], [-2.729, -0.968, 0.012], [-3.862, -0.857, -0.798], [-4.143, 0.308, -1.214], [-3.514, 1.687, -0.863], [-3.873, 2.533, -1.389], [-5.021, 0.252, -1.963], [-4.695, -2.200, -1.078], [-2.402, -1.948, 0.424], [-0.654, -0.017, 1.681], [-0.327, -1.545, 1.853], [-0.811, 0.832, 2.757], [0.731, 0.749, 0.547], [1.062, 1.461, 1.178], [1.448, -0.294, -0.174], [2.460, -0.754, 1.000], [2.134, -1.525, 1.510], [2.848, -0.012, 1.697], [3.797, -1.205, -0.154], [4.475, -0.264, -0.687], [5.026, -0.846, -1.381], [3.593, 0.939, -1.252], [1.997, 0.331, -1.234], [2.017, -0.365, -2.112], [1.489, 1.358, -1.634], [3.670, 1.995, -0.452], [3.379, 1.867, 0.702], [3.117, 2.727, -0.760], [4.717, 2.231, -0.262], [4.116, 1.343, -2.580], [4.032, 0.293, -3.460], [3.490, 1.976, -2.774], [5.096, 1.497, -2.543], [4.742, -1.703, 1.199], [4.543, -2.694, 1.901], [5.023, -0.919, 1.961], [5.639, -2.251, 0.616], [3.370, -2.723, -0.761], [2.603, -2.247, -1.633], [3.130, -3.427, -0.188], [4.392, -3.097, -1.225], [0.957, -1.250, -0.340]],
  "charge": 0,
  "spin_multiplicity": 1,
  "gap_ev": 7.917,
  "total_energy_ha": -1817.69054
}